No. 1
87
Properties=species:S:1:pos:R:3:forces:R:3 method="wB97M-V/def2-TZVPD" homo_energy_ev=-8.5 total_charge=0 spin_multiplicity=1 lumo_ev=0.2 orbital_gap_ev=8.65 total_energy_ha=-6912.20157
C 0.854610 0.417027 -0.599632 -0.35 0.32 -0.84
C 1.962691 -0.138311 -1.467825 -0.48 0.12 0.27
Br 1.417406 -0.797316 -3.208192 0.24 0.34 0.91
C 3.246588 -0.187835 -1.134641 0.12 -0.06 -0.16
Br 3.805653 0.477219 0.603877 0.11 -0.27 -0.89
O 4.188922 -0.683144 -2.030503 0.47 0.01 1.55
C 4.635242 -1.954241 -1.653859 0.15 1.39 -0.06
O 4.395226 -2.875723 -2.332459 -0.40 -1.61 -0.73
O 5.359021 -1.961609 -0.530627 -0.85 1.19 -0.16
N 5.117752 -3.105476 0.260893 0.34 -1.41 0.94
H 0.006747 -0.279524 -0.581177 0.29 0.22 0.08
H 1.140844 0.674916 0.425046 0.14 -0.37 -0.36
H 0.489598 1.354976 -1.066068 0.08 -0.45 0.13
H 4.992756 -2.746217 1.207779 0.12 0.29 -0.29
H 4.226803 -3.540970 0.016999 0.12 0.29 -0.44
C -2.637181 -1.999758 5.702726 -0.17 -0.02 -0.15
O -3.582288 -1.065867 5.212134 0.26 -0.05 0.24
C -3.443689 0.241420 5.761051 -0.35 0.24 -0.23
C -2.899011 1.216508 4.730070 0.20 -0.24 0.05
N -1.498251 0.947508 4.424106 -0.12 0.02 -0.15
C -0.993995 1.649359 3.244220 0.07 -0.09 0.13
C -1.660197 1.369084 1.895308 0.30 0.17 -0.12
O -1.428322 0.063844 1.386469 -0.32 0.08 0.17
C -2.276909 -0.943295 1.915273 0.26 -0.12 -0.17
H -2.964402 -2.994017 5.399701 -0.04 0.05 -0.02
H -1.643983 -1.824667 5.278039 0.10 -0.02 0.14
H -2.579569 -1.971266 6.794579 0.06 0.02 -0.01
H -2.835835 0.238866 6.670427 0.12 -0.08 -0.09
H -4.449736 0.567513 6.039359 0.02 0.02 0.03
H -2.989777 2.236183 5.117605 0.02 0.00 -0.02
H -3.531429 1.132751 3.837401 -0.17 0.09 0.06
H -1.377295 -0.045553 4.274580 -0.03 0.02 0.06
H 0.062990 1.384138 3.151781 0.00 0.05 -0.07
H -1.032948 2.726833 3.438794 -0.10 0.00 -0.04
H -1.204923 2.048277 1.167321 0.01 -0.02 0.00
H -2.730810 1.600380 1.891587 -0.05 -0.15 0.11
H -3.277627 -0.566962 2.139254 0.04 0.03 0.09
H -1.830368 -1.391182 2.805722 -0.20 -0.02 0.11
H -2.364145 -1.733187 1.168381 0.01 0.07 -0.06
C -3.678353 4.565541 2.727656 0.11 0.12 0.18
O -2.376476 5.101933 2.887129 -0.20 -0.24 -0.28
C -1.683761 5.305707 1.655865 0.42 0.21 0.18
C -1.565981 6.785370 1.329989 -0.31 -0.07 0.05
N -2.856427 7.357929 0.962622 0.11 0.06 0.11
C -2.878179 8.820570 0.917212 -0.14 -0.15 0.01
C -2.558212 9.590435 2.200463 -0.10 0.28 -0.15
O -3.540893 9.473192 3.217049 0.23 -0.12 -0.01
C -3.449633 8.300254 4.006868 -0.27 0.18 0.02
H -4.032220 4.242889 3.706849 0.08 0.04 0.01
H -4.371634 5.321011 2.347074 -0.12 -0.12 -0.11
H -3.672887 3.700073 2.058585 -0.05 0.05 -0.05
H -2.140285 4.749366 0.831485 -0.17 0.06 0.06
H -0.674668 4.907863 1.800373 0.00 -0.01 -0.03
H -0.868044 6.914073 0.496842 -0.01 0.02 0.01
H -1.140267 7.279678 2.211373 0.19 -0.07 -0.01
H -3.553992 7.054753 1.629309 0.03 -0.03 -0.03
H -3.884388 9.107758 0.602216 0.04 0.08 0.00
H -2.194985 9.152537 0.128303 0.05 0.00 0.06
H -2.539494 10.652039 1.939100 -0.03 -0.02 0.00
H -1.563139 9.361259 2.597941 -0.03 -0.16 0.04
H -2.416040 7.974333 4.147291 -0.01 -0.05 -0.09
H -4.046006 7.495915 3.569045 0.14 -0.17 0.05
H -3.877347 8.521559 4.985144 0.02 0.08 -0.02
C 0.971969 -4.920537 -6.123587 0.20 0.07 -0.14
O 2.335775 -4.616316 -5.901527 -0.40 -0.08 0.16
C 2.744893 -4.745205 -4.539336 0.53 0.14 -0.04
C 3.637355 -5.960648 -4.352561 -0.29 -0.07 -0.12
N 2.886252 -7.206002 -4.487319 0.16 0.00 -0.06
C 3.717954 -8.403324 -4.608067 -0.22 0.07 -0.04
C 4.682331 -8.499931 -5.792415 0.07 -0.33 0.09
O 4.050971 -8.647683 -7.054570 0.11 0.21 0.09
C 3.595250 -7.440391 -7.641242 -0.10 -0.28 -0.13
H 0.714314 -4.580968 -7.126895 0.06 0.01 0.01
H 0.788082 -5.998257 -6.072237 -0.17 -0.01 0.09
H 0.327060 -4.403949 -5.406109 -0.02 -0.07 0.02
H 1.892981 -4.767507 -3.852714 -0.10 -0.12 -0.13
H 3.324527 -3.851259 -4.306168 -0.01 -0.04 0.04
H 4.090205 -5.922275 -3.357228 0.02 0.00 -0.02
H 4.439964 -5.892066 -5.096401 0.11 0.15 0.08
H 2.297652 -7.149219 -5.307816 0.00 0.04 0.04
H 3.033849 -9.253702 -4.669506 0.08 -0.05 0.00
H 4.287531 -8.524156 -3.680318 0.06 0.05 -0.04
H 5.266965 -9.413896 -5.654203 -0.03 0.00 -0.01
H 5.408285 -7.679812 -5.818198 -0.11 0.13 -0.02
H 4.242371 -6.593140 -7.402099 -0.06 0.01 0.09
H 2.566954 -7.230831 -7.337418 0.03 0.23 0.02
H 3.589657 -7.575647 -8.723354 0.06 -0.06 0.01

No. 2
62
Properties=species:S:1:pos:R:3:forces:R:3 method="wB97M-V/def2-TZVPD" homo_energy_ev=0.3 total_charge=-2 spin_multiplicity=1 lumo_ev=4.5 orbital_gap_ev=4.18 total_energy_ha=-2238.99857
Pd 1.813235 2.699401 0.565451 1.32 6.24 -1.84
I 1.792685 5.209723 -0.388089 0.20 0.05 0.08
O 1.827114 1.004042 1.209429 0.54 -7.73 2.13
Si 1.550743 -0.596089 0.890368 0.39 2.81 -0.14
C 2.168292 -1.099167 -0.838253 0.26 -0.10 -0.15
C 2.443530 -2.437693 -1.184553 0.06 0.39 -0.40
C 2.899560 -2.767094 -2.463733 -0.09 0.10 0.15
C 3.093781 -1.770294 -3.416395 -0.03 0.06 0.09
C 2.834571 -0.441059 -3.094056 -0.06 -0.13 0.23
C 2.376188 -0.106034 -1.817761 0.05 -0.31 -0.06
C -0.295760 -1.027971 0.899960 -0.46 -1.02 0.34
C -1.235572 -0.046797 1.280991 2.70 -4.17 -0.67
C -2.603085 -0.330220 1.304984 -1.63 -5.64 -1.03
C -3.059700 -1.595964 0.949780 0.68 -0.87 -0.42
C -2.151348 -2.579944 0.568518 -0.39 0.07 -0.01
C -0.781851 -2.301243 0.541625 0.08 0.66 0.31
C 2.431156 -1.748761 2.110762 0.12 -0.18 0.31
C 3.838597 -1.859858 2.081123 -0.21 -0.25 0.25
C 4.514757 -2.702893 2.966699 -0.23 0.20 -0.16
C 3.803312 -3.444435 3.904645 -0.12 0.01 0.01
C 2.416367 -3.338850 3.964954 0.08 0.16 -0.14
C 1.734964 -2.495944 3.081684 0.47 -0.05 -0.01
H 2.316058 -3.244933 -0.464258 0.00 0.19 0.03
H 3.107749 -3.804160 -2.715917 -0.02 0.08 0.03
H 3.451381 -2.028439 -4.409830 -0.03 0.00 0.08
H 2.991812 0.339063 -3.834848 -0.05 -0.08 0.11
H 2.189232 0.945305 -1.591827 -0.01 -0.21 0.15
H -0.908717 0.956297 1.562317 1.51 -1.79 -0.06
H -3.310697 0.441223 1.599458 -0.99 -3.54 -0.61
H -4.124335 -1.814231 0.967270 0.08 0.07 -0.02
H -2.510310 -3.567555 0.288655 0.06 0.05 -0.02
H -0.106363 -3.099344 0.239058 0.06 0.17 0.03
H 4.429731 -1.283099 1.368423 -0.29 -0.06 0.07
H 5.599159 -2.772598 2.927669 -0.12 0.01 0.00
H 4.330588 -4.095667 4.596852 -0.05 0.04 -0.06
H 1.862204 -3.907122 4.708213 0.05 0.06 -0.08
H 0.651622 -2.430029 3.178586 0.18 0.09 -0.23
C -1.769151 0.822235 -4.513549 0.00 -0.03 0.03
C -1.390249 -0.083536 -3.525942 0.08 0.21 0.15
C -1.007979 0.375197 -2.262857 -0.14 0.07 -0.58
C -0.998205 1.750440 -1.969386 -0.07 -0.12 -0.19
C -1.382394 2.650902 -2.978742 -0.21 -0.50 -0.40
C -1.766279 2.187610 -4.239992 0.03 0.01 0.30
Si -0.467618 2.361146 -0.275894 1.09 0.81 -0.23
C -2.089149 2.716614 0.599681 -0.31 0.23 0.28
C -2.799111 3.906176 0.359003 -0.62 -0.24 0.17
C -4.000614 4.167109 1.023116 0.23 -0.05 -0.23
C -4.508773 3.248399 1.938044 -0.03 -0.21 0.14
C -3.817950 2.065897 2.189553 -0.19 1.48 -0.13
C -2.617544 1.799854 1.526092 -0.75 6.52 1.28
H -2.068975 0.463717 -5.494305 0.02 0.02 0.03
H -1.393414 -1.149602 -3.736703 0.01 0.05 0.01
H -0.718615 -0.357517 -1.510520 -0.07 0.25 -0.11
H -1.394570 3.724023 -2.798077 0.14 -0.15 0.12
H -2.065922 2.894842 -5.009064 0.03 -0.04 0.03
H 0.222471 1.269116 0.427843 -1.31 -0.33 -1.20
H -2.432135 4.644231 -0.351737 0.12 -0.13 0.10
H -4.541464 5.088400 0.823347 0.04 -0.05 0.02
H -5.443603 3.452361 2.452625 0.03 0.04 0.02
H -4.213581 1.346700 2.901836 -0.11 -0.01 0.06
H -2.101175 0.865571 1.742315 -1.33 7.07 2.33
H 3.385347 2.932549 1.145360 -0.79 -0.28 -0.27

No. 3
16
Properties=species:S:1:pos:R:3:forces:R:3 method="wB97M-V/def2-TZVPD" homo_energy_ev=-11.7 total_charge=0 spin_multiplicity=1 smiles=CC.CC lumo_ev=1.1 orbital_gap_ev=12.85 total_energy_ha=-159.58009
C 0.104909 2.412970 -0.329930 -0.35 -0.58 0.71
C -1.413657 2.203629 -0.368749 0.25 0.17 -0.11
H 0.443730 2.264971 0.698334 -0.02 0.30 0.10
H 0.628380 1.612546 -0.842252 0.10 0.22 -0.65
H 0.406371 3.403949 -0.649093 0.15 0.00 -0.20
H -1.894825 2.565838 -1.274890 0.18 0.05 -0.20
H -1.645304 1.144491 -0.297469 -0.13 -0.08 0.21
H -1.875049 2.742057 0.454029 -0.17 -0.09 0.15
C 0.075343 -2.755513 0.175308 -0.07 -0.08 -0.08
C 1.233671 -1.804446 0.471589 -0.06 -0.45 0.17
H -0.162541 -3.392016 1.036620 0.03 0.22 -0.12
H -0.820048 -2.199970 -0.110118 -0.05 -0.12 0.11
H 0.320606 -3.433528 -0.641029 -0.05 0.05 -0.14
H 1.153745 -1.460131 1.501261 0.05 0.36 -0.07
H 2.176021 -2.343464 0.397128 0.15 0.06 -0.01
H 1.268646 -0.961387 -0.220746 -0.03 -0.03 0.14

No. 4
40
Properties=species:S:1:pos:R:3:forces:R:3 method="wB97M-V/def2-TZVPD" homo_energy_ev=-8.1 total_charge=0 spin_multiplicity=1 smiles="N[C@@H](CC(=O)O)C(=O)N[C@@H](Cc1c[nH]c2ccccc12)C(=O)O" lumo_ev=0.1 orbital_gap_ev=8.26 total_energy_ha=-1122.20768
C 1.259539 -0.925422 0.201161 0.32 -3.82 0.75
C -0.000455 -1.548427 0.988189 0.37 1.22 -3.53
C 2.291863 -2.186208 0.191769 1.53 1.36 1.24
C 2.788989 -2.536067 1.653953 1.77 2.90 1.28
C -1.669030 -1.713576 -1.072147 -0.11 2.67 0.37
C -0.544844 -1.804874 -2.105655 -0.29 0.84 2.20
C -2.392282 -0.271683 -1.286288 -0.46 -1.53 3.24
C -2.026951 0.760608 -0.223829 0.33 -2.33 -3.05
C -2.476481 0.920378 1.009479 -0.57 1.62 1.34
C -1.062644 1.739080 -0.442546 3.42 2.64 -2.46
C -1.088599 2.601416 0.634540 0.19 0.31 2.30
C 0.018782 2.060187 -1.400601 -2.06 -1.92 -1.10
C -0.230780 3.651707 0.875510 2.56 3.28 -1.35
C 0.742931 3.225194 -1.279968 0.21 -0.93 -0.25
C 0.600835 4.085150 -0.192491 -0.85 -1.45 0.71
H 1.005852 0.921049 0.549968 1.37 -0.38 0.97
H 1.514208 0.053302 1.898394 0.42 0.33 -0.62
H 1.207300 -0.663966 -0.841613 -0.80 -0.08 -0.22
H 1.936206 -3.087874 -0.261416 -0.90 -0.36 -0.16
H 3.182227 -1.916555 -0.442821 -0.67 0.08 0.97
H 2.593777 -4.085257 3.007803 -0.18 2.34 -2.04
H -1.805667 -2.113349 1.065055 0.22 -0.27 -1.66
H -2.432502 -2.456568 -1.249482 0.18 -0.42 -0.34
H -2.106296 0.049302 -2.239573 0.10 0.73 -1.27
H -3.481569 -0.440760 -1.240980 0.40 0.04 -0.18
H -3.200795 0.379362 1.519490 -1.18 -0.83 0.84
H -2.319538 2.585822 2.426074 0.96 -1.32 -2.01
H 0.156373 1.339229 -2.289469 0.00 1.59 1.73
H 0.003895 4.257654 1.775960 -1.28 -0.86 -0.18
H 1.603133 3.372971 -1.923409 -0.33 0.16 -0.37
H 1.241216 4.954674 -0.246609 -0.10 0.11 0.88
H 0.226143 -0.968279 -3.657818 -0.63 1.18 3.76
N 1.714267 0.213439 0.895230 -1.13 1.58 0.41
N -1.126739 -2.007662 0.268829 -0.39 0.22 2.30
N -1.950812 2.078810 1.558911 -1.24 0.25 2.01
O 0.055273 -1.589390 2.186038 -0.41 -0.28 0.49
O 3.513842 -1.862274 2.382299 -0.39 -0.05 -1.88
O 2.277876 -3.610102 2.153662 -1.71 -4.66 0.85
O 0.064740 -2.796237 -2.185234 1.35 -3.14 -1.15
O -0.083281 -0.664802 -2.660367 0.01 -0.84 -4.80